# 1
Molecular formula: C4H11N2O
Method: DFT, wB97M-V/def2-TZVPD

Geometry (Å):
C (-0.723065, -0.311621, 1.206531)
N (-1.256417, 1.015484, 1.166852)
C (0.425219, -0.635577, 0.158867)
C (0.279391, -2.148187, -0.201608)
N (0.196862, 0.184832, -1.035507)
C (0.717319, 1.666068, -0.932668)
O (1.381829, 2.212386, 0.106925)
H (-1.554217, -0.915775, 1.133730)
H (-0.357214, -0.596533, 2.195043)
H (-0.491246, 1.700203, 1.021735)
H (-2.040567, 1.349088, 0.652458)
H (1.348815, -0.316668, 0.547562)
H (1.043718, -2.413040, -0.904726)
H (-0.692554, -2.242656, -0.806023)
H (-0.057470, -2.807176, 0.535709)
H (0.722791, 0.055874, -1.952024)
H (1.339321, 1.998654, -1.815624)
H (-0.282512, 2.204648, -1.077224)

Force components x, y, z for each atom (eV/Å):
1.308 1.082 -0.768
1.905 2.066 1.580
-2.433 -0.696 -0.991
-1.932 2.373 -2.297
1.359 1.320 -1.794
-0.893 3.083 0.383
-0.603 -1.762 0.485
-1.788 -2.004 -0.929
0.435 0.453 0.336
-0.363 -0.389 0.253
-0.385 -1.024 -0.744
1.415 -0.151 1.029
0.677 -0.866 0.124
1.159 0.702 0.176
0.844 -1.164 1.852
-0.694 -1.552 1.942
-0.516 -1.318 -0.488
0.505 -0.152 -0.150

## Properties
energy relative to the best compared isomer or geometry (same formula, charge and spin)	2.4742	eV
E_HOMO	-2.419	eV
structure (SMILES)	C[C@H](CN)NC[O-]
net charge	-1

# 2
Molecular formula: C3H5F2N
Method: DFT, wB97M-V/def2-TZVPD

Geometry (Å):
C (0.057395, 0.091102, -0.911487)
C (0.032945, 1.476223, -0.562764)
C (-0.399248, -1.347905, 1.472541)
N (0.466221, -0.480631, -1.928720)
F (0.768201, 2.408262, -1.306295)
F (0.139450, -0.319336, 2.124905)
H (0.413134, 1.676234, 0.429994)
H (-0.928188, 1.876619, -0.499114)
H (0.256826, -2.234127, 1.560545)
H (-1.424167, -1.606772, 1.655849)
H (0.617431, -1.539669, -2.035455)

Force components x, y, z for each atom (eV/Å):
0.670 -2.482 -1.226
1.239 2.044 1.220
1.191 -1.326 -0.414
0.358 -1.169 0.372
0.129 -0.501 -0.864
-0.290 0.582 0.499
0.215 -0.772 0.574
-2.021 0.250 -0.255
-0.126 0.549 -0.532
-0.651 0.699 0.092
-0.714 2.127 0.534

## Properties
energy relative to the best compared isomer or geometry (same formula, charge and spin)	4.2139	eV
E_HOMO (spin up / spin down)	-8.878 / -8.175	eV

# 3
Molecular formula: C12H11Br2N
Method: DFT, wB97M-V/def2-TZVPD

Geometry (Å):
C (-1.988655, 1.741891, -0.673254)
C (-2.439239, 2.233037, 0.537965)
C (-1.026634, 0.802515, -0.813553)
C (-1.868120, 1.729283, 1.674128)
C (-0.374161, 0.366808, 0.367129)
C (0.840141, -0.513894, 0.644422)
C (-0.898719, 0.751919, 1.596981)
C (0.863974, -0.607854, 2.286806)
C (0.390153, -1.916345, 0.038283)
C (0.763858, -2.003178, -1.451942)
C (1.790054, -0.843996, -1.753149)
C (2.102104, -0.086490, -0.474877)
N (-0.144718, 0.165798, 2.654876)
Br (2.317159, 1.818525, -0.456716)
Br (3.665869, -0.977093, 0.318373)
H (-2.677819, 2.204384, -1.508401)
H (-3.282725, 2.910307, 0.506968)
H (-0.697913, 0.355206, -1.825628)
H (-2.191833, 2.176987, 2.652962)
H (0.763709, -2.756203, 0.567973)
H (-0.714214, -1.879352, 0.103081)
H (1.218938, -2.985794, -1.728866)
H (-0.066777, -1.823967, -2.148307)
H (2.713732, -1.081582, -2.281121)
H (1.225402, -0.194474, -2.430138)
H (-0.283559, 0.413553, 3.595997)

Force components x, y, z for each atom (eV/Å):
-1.246 -0.116 -5.336
-0.545 0.661 2.505
0.289 -0.473 -2.290
-0.662 1.005 2.787
2.909 -1.598 -1.608
-1.154 -0.344 -1.678
-1.067 1.452 4.648
1.637 -0.249 -2.104
-0.789 1.230 -0.746
1.556 -0.011 -0.465
-1.045 0.829 -0.561
-1.074 -1.810 3.160
-1.172 1.096 -3.417
0.064 -0.065 -0.412
0.212 0.207 -0.060
2.052 -1.448 0.887
0.209 0.083 0.492
-0.784 1.065 1.746
0.380 -0.833 -0.868
0.395 -0.595 0.783
0.471 -0.613 0.224
-0.444 0.698 0.375
0.002 -0.315 0.476
-0.152 -0.360 0.151
0.394 0.360 0.070
-0.435 0.143 1.239

## Properties
E_HOMO (spin up / spin down)	-5.110 / -8.330	eV
spin multiplicity	3
<S²>	2.038